# 1
Computed, not measured: a molecular structure, C46H35BiClN2O6, with ωB97M-V/def2-TZVPD.

As for the charge: -1. The calculation puts the maximum force at 0.78 eV/A. The HOMO energy comes out at -0.185 Ha. The value obtained for the calculated total energy is -3009.84216 hartree. The value obtained for the LUMO energy is 2.41 eV.

Geometry (Å):
Bi (-0.194, -0.415, -0.971)
O (-1.074, -1.203, 0.792)
C (-0.586, -2.283, 1.509)
C (0.826, -2.758, 1.038)
C (1.808, -1.672, 1.246)
C (2.841, -1.778, 2.173)
C (3.690, -0.706, 2.370)
C (3.480, 0.451, 1.642)
C (2.445, 0.492, 0.716)
C (2.158, 1.694, -0.100)
C (0.796, 2.368, 0.308)
O (-0.257, 1.499, 0.207)
C (0.659, 3.553, -0.664)
C (-0.089, 3.390, -1.822)
C (-0.198, 4.416, -2.743)
C (0.425, 5.630, -2.509)
C (1.170, 5.801, -1.354)
C (1.292, 4.769, -0.441)
C (0.841, 2.944, 1.727)
C (1.996, 3.367, 2.373)
C (1.934, 3.959, 3.623)
C (0.716, 4.143, 4.252)
C (-0.441, 3.715, 3.623)
C (-0.376, 3.123, 2.376)
N (1.659, -0.564, 0.526)
C (-0.376, -1.905, 2.976)
C (-0.173, -2.898, 3.928)
C (0.120, -2.564, 5.238)
C (0.211, -1.233, 5.609)
C (0.008, -0.240, 4.664)
C (-0.285, -0.572, 3.352)
C (-1.607, -3.411, 1.380)
C (-1.495, -4.414, 0.427)
C (-2.477, -5.383, 0.311)
C (-3.587, -5.362, 1.136)
C (-3.722, -4.345, 2.067)
C (-2.741, -3.377, 2.184)
H (1.124, -3.646, 1.594)
H (0.777, -2.965, -0.030)
H (2.980, -2.696, 2.720)
H (4.500, -0.768, 3.083)
H (4.133, 1.298, 1.771)
H (2.975, 2.412, -0.042)
H (2.021, 1.380, -1.131)
H (-0.581, 2.447, -1.991)
H (-0.769, 4.261, -3.649)
H (0.330, 6.441, -3.219)
H (1.658, 6.747, -1.161)
H (1.881, 4.927, 0.452)
H (2.965, 3.258, 1.909)
H (2.846, 4.295, 4.102)
H (0.669, 4.623, 5.221)
H (-1.399, 3.860, 4.102)
H (-1.268, 2.783, 1.873)
H (-0.254, -3.937, 3.639)
H (0.281, -3.343, 5.971)
H (0.441, -0.972, 6.633)
H (0.082, 0.800, 4.948)
H (-0.449, 0.188, 2.602)
H (-0.650, -4.441, -0.242)
H (-2.367, -6.163, -0.430)
H (-4.345, -6.129, 1.050)
H (-4.593, -4.310, 2.707)
H (-2.853, -2.579, 2.903)
Cl (-6.944, -0.919, -5.241)
C (-5.500, -1.112, -4.289)
C (-5.244, -2.344, -3.670)
C (-4.132, -2.491, -2.900)
C (-3.174, -1.435, -2.688)
O (-2.207, -1.640, -1.914)
C (-3.438, -0.214, -3.413)
C (-2.516, 0.867, -3.487)
O (-1.364, 0.933, -3.071)
C (-4.621, -0.078, -4.165)
H (-5.941, -3.157, -3.813)
H (-3.922, -3.429, -2.408)
H (-2.915, 1.739, -4.055)
H (-4.809, 0.863, -4.665)
O (2.619, -3.291, -3.209)
C (2.082, -2.303, -2.720)
O (1.246, -2.297, -1.775)
C (2.497, -0.949, -3.310)
C (3.609, -0.911, -4.153)
C (3.991, 0.295, -4.707)
C (3.230, 1.422, -4.424)
C (2.135, 1.280, -3.587)
N (1.789, 0.132, -3.025)
H (4.139, -1.833, -4.345)
H (4.863, 0.358, -5.347)
H (3.486, 2.388, -4.833)
H (1.507, 2.123, -3.339)


# 2
Computed, not measured: a molecular structure, C46H36BaBrF4N6O3P3S4, with ωB97M-V/def2-TZVPD.

As for the charge: 0. The calculation puts the maximum force at 6.69 eV/A. The HOMO energy comes out at -0.209 Ha. The value obtained for the calculated total energy is -7944.47099 hartree. The value obtained for the LUMO energy is -1.40 eV.

Geometry (Å):
Ba (-0.468, -0.191, -0.615)
F (-0.038, 5.807, 5.583)
C (-0.570, 5.000, 4.676)
C (-1.904, 4.641, 4.759)
F (-2.655, 5.124, 5.740)
C (-2.450, 3.796, 3.809)
F (-3.747, 3.528, 3.931)
C (-1.702, 3.274, 2.757)
P (-2.391, 2.071, 1.505)
C (-3.467, 1.050, 2.561)
C (-4.693, 0.572, 2.111)
C (-5.409, -0.331, 2.881)
C (-4.903, -0.773, 4.092)
C (-3.664, -0.326, 4.528)
C (-2.943, 0.570, 3.760)
C (-3.479, 3.290, 0.656)
C (-2.901, 3.938, -0.435)
C (-3.599, 4.912, -1.132)
C (-4.893, 5.239, -0.754)
C (-5.474, 4.598, 0.331)
C (-4.772, 3.635, 1.041)
C (-0.373, 3.696, 2.670)
Br (0.710, 3.214, 1.202)
C (0.189, 4.534, 3.620)
F (1.464, 4.912, 3.525)
H (-5.076, 0.881, 1.146)
H (-6.360, -0.706, 2.523)
H (-5.464, -1.480, 4.689)
H (-3.251, -0.690, 5.460)
H (-1.959, 0.888, 4.084)
H (-1.893, 3.672, -0.729)
H (-3.133, 5.419, -1.969)
H (-5.447, 5.993, -1.298)
H (-6.481, 4.857, 0.634)
H (-5.235, 3.158, 1.893)
N (-2.839, 1.716, -2.301)
N (-2.084, 2.484, -3.188)
C (-0.765, 2.573, -3.048)
N (-0.095, 3.372, -3.899)
N (-0.251, 1.789, -2.087)
N (0.983, 1.912, -1.626)
O (1.321, 1.031, -0.821)
O (1.743, 2.838, -1.891)
H (-2.860, 0.707, -2.517)
H (-3.777, 2.092, -2.248)
H (-2.472, 2.798, -4.066)
H (-0.599, 4.087, -4.395)
H (0.856, 3.567, -3.619)
N (2.120, -2.862, -0.613)
P (1.890, -1.701, 0.648)
C (3.605, -1.056, 0.813)
C (3.830, 0.303, 0.992)
C (5.126, 0.789, 1.111)
C (6.202, -0.080, 1.039)
C (5.983, -1.443, 0.867)
C (4.691, -1.929, 0.766)
C (1.929, -2.760, 2.141)
C (2.015, -2.060, 3.347)
C (2.064, -2.733, 4.553)
C (2.012, -4.121, 4.574)
C (1.908, -4.822, 3.384)
C (1.866, -4.146, 2.172)
P (1.325, -2.533, -2.134)
C (2.215, -3.748, -3.197)
C (3.235, -4.574, -2.740)
C (3.945, -5.365, -3.634)
C (3.643, -5.339, -4.986)
C (2.599, -4.545, -5.442)
C (1.886, -3.761, -4.552)
C (2.248, -1.083, -2.775)
C (1.582, -0.306, -3.721)
C (2.252, 0.710, -4.390)
C (3.580, 0.978, -4.091)
C (4.243, 0.212, -3.143)
C (3.590, -0.831, -2.507)
H (1.721, -3.748, -0.304)
H (2.989, 0.985, 1.015)
H (5.292, 1.850, 1.249)
H (7.213, 0.301, 1.117)
H (6.820, -2.127, 0.811)
H (4.518, -2.990, 0.636)
H (2.049, -0.976, 3.321)
H (2.141, -2.179, 5.480)
H (2.046, -4.651, 5.516)
H (1.853, -5.902, 3.403)
H (1.779, -4.732, 1.264)
H (3.493, -4.590, -1.689)
H (4.743, -5.998, -3.267)
H (4.219, -5.935, -5.681)
H (2.343, -4.537, -6.494)
H (1.069, -3.143, -4.909)
H (0.545, -0.530, -3.963)
H (1.741, 1.287, -5.151)
H (4.095, 1.782, -4.601)
H (5.286, 0.402, -2.922)
H (4.132, -1.461, -1.815)
O (-6.423, -4.601, -0.571)
C (-5.447, -3.892, -0.595)
S (-4.730, -3.237, -2.068)
C (-3.402, -2.333, -1.325)
C (-3.308, -2.409, 0.025)
S (-2.150, -1.715, 1.104)
S (-4.551, -3.377, 0.834)
S (-2.387, -1.479, -2.437)


# 3
Computed, not measured: a molecular structure, C46H36BrCl5FeIN4O3P2, with ωB97M-V/def2-TZVPD.

As for the charge: +1. The calculation puts the maximum force at 1.18 eV/A. The HOMO energy (spin up / spin down) comes out at -0.352 / -0.352 Ha. The spin multiplicity is 5. The value obtained for the calculated total energy is -9338.18531 hartree. The value obtained for the LUMO energy (spin up / spin down) is -2.31 / -3.17 eV. The energy relative to the best compared isomer or geometry (same formula, charge and spin) is 187.9 kJ/mol.

Geometry (Å):
Fe (1.149, -0.655, 0.361)
N (0.257, 2.158, 0.849)
P (1.887, 1.776, 0.543)
C (2.874, 2.651, 1.798)
C (4.154, 2.151, 2.045)
C (5.045, 2.854, 2.844)
C (4.655, 4.057, 3.416)
C (3.374, 4.547, 3.197)
C (2.487, 3.850, 2.387)
C (2.269, 2.878, -0.906)
C (1.291, 3.037, -1.891)
C (1.543, 3.776, -3.038)
C (2.788, 4.356, -3.233)
C (3.771, 4.209, -2.265)
C (3.512, 3.482, -1.107)
P (-0.778, 0.886, 0.388)
C (-2.137, 1.745, -0.461)
C (-2.142, 3.114, -0.704)
C (-3.211, 3.702, -1.374)
C (-4.269, 2.926, -1.823)
C (-4.256, 1.551, -1.614)
C (-3.194, 0.969, -0.942)
C (-1.589, 0.226, 1.881)
C (-2.763, 0.676, 2.416)
C (-3.264, 0.172, 3.632)
C (-2.520, -0.790, 4.362)
C (-1.356, -1.284, 3.886)
C (-0.818, -0.906, 2.530)
H (-0.062, 3.027, 1.252)
H (4.445, 1.196, 1.613)
H (6.039, 2.460, 3.027)
H (5.344, 4.605, 4.046)
H (3.067, 5.481, 3.652)
H (1.495, 4.256, 2.217)
H (0.318, 2.581, -1.757)
H (0.764, 3.901, -3.782)
H (2.989, 4.928, -4.131)
H (4.742, 4.672, -2.402)
H (4.282, 3.416, -0.349)
H (-1.316, 3.734, -0.379)
H (-3.210, 4.771, -1.547)
H (-5.100, 3.390, -2.340)
H (-5.070, 0.937, -1.980)
H (-3.174, -0.104, -0.792)
H (-3.314, 1.458, 1.904)
H (-4.200, 0.546, 4.030)
H (-2.884, -1.118, 5.329)
H (-0.781, -2.009, 4.457)
H (-0.942, -1.798, 1.903)
Cl (0.191, 1.532, 4.100)
C (1.215, 0.274, 3.522)
C (0.722, -0.657, 2.542)
C (1.669, -1.659, 2.137)
Cl (1.159, -2.962, 1.086)
C (2.950, -1.773, 2.747)
Cl (3.968, -3.113, 2.390)
C (3.356, -0.847, 3.668)
Cl (4.921, -0.944, 4.360)
C (2.474, 0.192, 4.059)
Cl (2.981, 1.302, 5.264)
C (1.726, -0.173, -2.756)
O (0.760, -0.855, -1.933)
C (-0.281, -1.430, -2.659)
C (-0.318, -1.406, -4.045)
C (-1.364, -2.019, -4.722)
Br (-1.381, -1.946, -6.610)
C (-2.375, -2.664, -4.058)
C (-2.357, -2.689, -2.663)
C (-1.315, -2.079, -1.975)
O (-1.247, -2.133, -0.606)
C (-3.422, -3.433, -1.960)
N (-3.975, -4.510, -2.430)
C (-4.919, -4.893, -1.482)
C (-5.793, -5.980, -1.482)
C (-6.636, -6.125, -0.398)
C (-6.620, -5.217, 0.674)
C (-5.756, -4.139, 0.693)
C (-4.911, -4.004, -0.405)
N (-3.922, -3.081, -0.716)
H (1.238, 0.558, -3.396)
H (2.285, -0.888, -3.360)
H (2.395, 0.342, -2.086)
H (0.457, -0.931, -4.623)
H (-3.177, -3.165, -4.583)
H (-1.741, -2.906, -0.296)
H (-5.802, -6.678, -2.310)
H (-7.330, -6.957, -0.369)
H (-7.298, -5.368, 1.505)
H (-5.743, -3.437, 1.519)
H (-3.795, -2.202, -0.246)
N (5.001, -2.385, -0.811)
C (4.397, -1.198, -0.697)
O (3.252, -1.080, -0.261)
C (5.215, 0.006, -1.105)
I (5.661, 0.025, -3.196)
H (4.528, -3.214, -0.495)
H (5.929, -2.468, -1.187)
H (6.174, 0.021, -0.593)
H (4.669, 0.916, -0.902)